No. 1
3
Properties=species:S:1:pos:R:3:forces:R:3:lowdin_charge:R:1 method="wB97M-V/def2-TZVPD" relative_energy_kcal_mol=102.4 spin_multiplicity=1 orbital_gap_ev="10.6 / 9.6" e_lumo_ev="-1.2 / -1.6" charge=0
O -0.3730 -0.4542 0.1551 1.04 2.43 1.75 -0.222
H -0.1475 -0.6156 -0.7599 0.45 0.26 -0.73 -0.053
H 0.5205 1.0699 0.6048 -1.49 -2.69 -1.02 0.275

***

No. 2
3
Properties=species:S:1:pos:R:3:forces:R:3:lowdin_charge:R:1 method="wB97M-V/def2-TZVPD" relative_energy_kcal_mol=0.0 spin_multiplicity=1 orbital_gap_ev=12.7 e_lumo_ev=1.1 charge=0 smiles=O
O -0.1514 0.3584 -0.0457 0.05 -0.13 0.02 -0.064
H -0.5729 -0.4111 0.3535 0.05 0.09 -0.05 0.032
H 0.7243 0.0527 -0.3079 -0.10 0.04 0.03 0.032

***

No. 3
8
Properties=species:S:1:pos:R:3:forces:R:3:lowdin_charge:R:1 method="wB97M-V/def2-TZVPD" relative_energy_kcal_mol=0.0 spin_multiplicity=1 orbital_gap_ev=9.5 e_lumo_ev=-0.1 charge=0
O 0.0935 -0.6664 -1.3448 0.04 -0.30 -0.66 -0.596
O 2.5338 1.2652 -0.1108 -0.01 0.19 0.10 -0.529
O -2.7859 -0.3813 0.3428 -0.09 0.16 0.11 -0.529
S 1.5616 0.4567 0.9508 -0.32 0.05 -0.14 0.585
S -1.3774 -0.4531 1.2013 0.21 0.21 -0.18 0.585
S -0.1431 0.3673 -0.3546 0.09 -0.08 0.79 0.401
H 3.0818 0.6422 -0.6043 -0.15 -0.17 0.01 0.041
H -2.9642 -1.2306 -0.0804 0.23 -0.05 -0.02 0.041

***

No. 4
6
Properties=species:S:1:pos:R:3:forces:R:3:lowdin_charge:R:1 method="wB97M-V/def2-TZVPD" relative_energy_kcal_mol=100.2 spin_multiplicity=1 orbital_gap_ev=9.3 e_lumo_ev=-0.4 charge=0 smiles=O[SiH]1OO1
O -0.6564 0.1624 0.6059 3.22 -0.57 -3.57 -0.211
Si 0.3250 0.0438 -0.9119 0.56 0.30 0.34 0.697
O 0.8529 0.8061 -2.5135 0.33 1.43 3.05 -0.263
O -0.0609 -0.3122 -2.4599 -2.34 -2.16 0.32 -0.285
H -1.4778 0.5727 0.8406 -0.68 0.51 -0.51 0.025
H 1.6186 -0.6385 -0.5302 -1.10 0.49 0.37 0.037

***

No. 5
7
Properties=species:S:1:pos:R:3:forces:R:3:lowdin_charge:R:1 method="wB97M-V/def2-TZVPD" relative_energy_kcal_mol=32.1 spin_multiplicity=1 orbital_gap_ev=10.8 e_lumo_ev=-0.4 charge=0 smiles="O=[SH](=O)OO"
O 1.9647 0.5792 -0.1271 0.42 1.34 0.05 -0.307
S 0.7892 -0.1796 -0.2833 -0.52 0.14 -0.61 0.728
O 0.6397 -1.3782 0.4489 -1.14 -0.69 0.66 -0.318
O -0.5434 1.0195 0.1773 3.35 -1.02 -0.89 -0.282
O -1.8041 0.5279 0.2720 -1.60 -1.50 0.70 -0.080
H 0.8436 -0.6288 -1.6391 -1.06 1.05 1.09 0.125
H -1.8897 0.0601 1.1513 0.53 0.67 -1.01 0.133

***

No. 6
9
Properties=species:S:1:pos:R:3:forces:R:3:lowdin_charge:R:1 method="wB97M-V/def2-TZVPD" relative_energy_kcal_mol=2.1 spin_multiplicity=1 orbital_gap_ev=8.0 e_lumo_ev=5.3 charge=-2
O -7.3254 -2.4081 -5.3232 -0.19 0.41 0.71 -0.654
O -5.8305 -4.3013 -5.9094 0.53 -0.51 0.42 -0.654
O 3.4577 1.9851 1.9929 -0.47 -0.70 -0.07 -0.623
O 2.6795 0.5624 4.6191 0.10 0.09 0.03 -0.108
O 4.4647 3.8773 0.7451 0.04 0.25 -0.78 -0.634
P 3.6480 2.6255 0.6401 0.42 0.35 1.16 0.365
P -6.3244 -3.4040 -4.8108 -0.38 0.07 -1.17 0.309
H 3.0478 1.1487 3.9322 -0.06 -0.02 -0.21 -0.015
H 2.1824 -0.0856 4.1139 0.02 0.06 -0.10 0.015

***

No. 7
11
Properties=species:S:1:pos:R:3:forces:R:3:lowdin_charge:R:1 method="wB97M-V/def2-TZVPD" spin_multiplicity=3 orbital_gap_ev="4.5 / 6.7" e_lumo_ev="3.7 / 0.4" charge=-1
O -2.6202 0.6245 0.9097 0.20 0.30 0.12 -0.318
O -1.8281 0.3046 -1.5404 0.13 -0.58 -0.43 -0.343
O 1.5176 -0.9946 0.2525 -0.89 -1.26 -0.47 -0.626
O -1.0200 -1.2549 0.5155 -1.18 -0.11 -0.15 -0.508
O -0.0060 1.0047 0.2188 -2.14 -1.02 -1.34 -0.491
O 2.2252 1.4555 0.4557 2.01 -0.13 -0.75 -0.294
P 0.2484 -2.0714 0.0153 2.51 1.03 1.63 0.623
P 1.3627 0.5042 -0.5422 -1.45 1.02 2.18 0.721
P -1.6331 0.2043 -0.0894 1.99 1.13 1.01 0.236
H 1.7942 2.0123 1.1062 -0.68 -0.39 0.04 0.051
H -0.0407 -1.7891 -1.3018 -0.49 0.00 -1.84 -0.051

***

No. 8
16
Properties=species:S:1:pos:R:3:forces:R:3:lowdin_charge:R:1 method="wB97M-V/def2-TZVPD" relative_energy_kcal_mol=0.0 spin_multiplicity=2 orbital_gap_ev="6.1 / 6.6" e_lumo_ev="-2.2 / -1.6" charge=0
Re 0.2502 0.5529 0.4041 -1.25 0.95 0.30 0.777
O 3.5212 -1.7654 0.1132 0.13 -0.08 0.09 -0.043
P 2.2181 -1.0060 0.5118 0.20 0.56 -0.74 0.183
O 2.4002 0.4691 0.8773 -0.14 -0.70 -0.06 -0.385
O 1.1710 -1.0313 -0.6389 0.33 0.07 0.84 -0.388
O 1.5751 -1.7921 1.7307 0.21 -0.13 0.56 -0.246
P 0.9737 -0.9206 3.0169 0.45 -0.21 -0.35 0.299
O 0.1130 -2.0010 3.7770 -0.36 0.21 -0.34 -0.065
O 2.0516 -0.3750 3.8214 -0.31 0.14 0.03 -0.210
O -0.0507 0.0126 2.2407 0.35 -0.66 0.19 -0.480
H 4.2349 -1.7182 0.7717 -0.20 -0.04 -0.17 0.122
H -0.7401 -2.1809 3.3522 0.16 -0.03 0.11 0.103
Se -1.8691 0.1562 -0.5971 0.36 0.03 -0.07 0.079
Se -3.3046 1.9161 0.0396 -0.10 0.12 0.01 -0.157
Te -1.8090 3.8485 -0.4120 -0.15 0.08 -0.16 0.332
Se 0.2315 2.8701 0.7129 0.32 -0.31 -0.24 0.079

***

No. 9
4
Properties=species:S:1:pos:R:3:forces:R:3:lowdin_charge:R:1 method="wB97M-V/def2-TZVPD" relative_energy_kcal_mol=39.8 spin_multiplicity=1 orbital_gap_ev=9.0 e_lumo_ev=-0.6 charge=0
P 1.0865 0.4352 -1.2518 -1.19 -1.05 2.14 0.054
P 0.6629 -0.2481 0.5060 0.51 0.82 -2.10 0.043
H 3.5537 1.0281 -1.5609 6.34 -10.31 -7.43 -0.033
H 3.3204 1.4319 -1.2739 -5.66 10.54 7.39 -0.064

***

No. 10
44
Properties=species:S:1:pos:R:3:forces:R:3:lowdin_charge:R:1 method="wB97M-V/def2-TZVPD" relative_energy_kcal_mol=194.0 spin_multiplicity=1 orbital_gap_ev=10.2 e_lumo_ev=-3.0 charge=+1
N 0.5344 0.5627 0.0855 0.82 -5.22 3.38 0.265
H 0.0850 1.3261 0.5582 0.72 0.72 0.00 0.062
H 0.9434 -0.1946 0.8714 -1.34 2.62 -2.58 0.190
H 1.2736 0.7356 -0.5708 0.53 1.03 -0.47 0.064
H -0.1977 0.0190 -0.3778 0.00 0.03 -0.23 0.091
O 2.8672 2.4060 -0.8829 -3.10 -2.17 13.29 0.073
H 3.0951 2.4900 -1.6537 3.53 1.79 -13.47 -0.115
H 3.6121 1.9109 -0.5020 -0.44 0.21 0.23 0.082
O -0.0274 0.1129 3.6712 -0.90 1.34 -1.31 0.004
H 0.3999 -0.5813 4.0940 1.87 -2.42 0.70 0.035
H -0.5018 0.4113 4.4283 -1.17 1.09 0.84 0.069
O -2.2881 2.5311 0.7978 -0.20 0.21 3.45 -0.095
H -2.3146 1.8016 1.5156 -0.11 1.49 -1.59 0.084
H -2.1444 3.4016 1.3038 -0.42 -1.90 -1.11 0.132
O -0.8309 -2.1480 -1.7777 2.49 1.63 -2.98 -0.149
H -0.4239 -1.5262 -2.4890 -0.37 -1.43 1.77 0.087
H -1.7659 -2.2393 -2.2201 1.79 -0.86 1.06 0.013
O -2.0868 -0.2582 1.4909 1.87 1.35 2.30 -0.075
H -1.4295 -0.3756 2.2793 -1.52 0.09 -2.04 0.061
H -2.3743 -1.1244 1.2619 -0.35 -1.05 -0.33 0.026
O 1.4559 2.3299 2.4225 -0.75 -0.66 0.91 -0.061
H 2.3532 2.0458 2.6054 0.45 0.17 -0.22 0.043
H 0.9767 1.8727 3.1530 0.30 0.47 -0.82 0.020
O -0.5188 2.4331 -1.0350 0.38 0.23 -0.75 -0.068
H -0.4100 3.3658 -0.9242 0.69 1.13 -0.42 0.053
H -1.1997 2.3202 -0.3695 -0.69 -0.26 0.01 -0.058
O -2.8960 -1.6955 -1.8121 -10.92 -12.90 -2.53 0.042
H -3.8808 -1.5715 -1.8956 1.48 -0.35 -0.11 0.151
H -2.5818 -0.9685 -1.6640 5.34 13.02 2.76 -0.164
O -2.5961 0.6743 -1.6267 5.32 -1.14 8.20 0.025
H -3.2171 0.9857 -2.1200 -6.07 3.30 -5.04 -0.030
H -2.8053 1.0364 -0.6654 0.60 -0.98 -3.02 0.119
O 3.3306 -1.3078 0.2510 2.97 -2.12 -2.11 -0.168
H 4.0611 -1.9134 -0.3197 -3.15 2.57 2.45 0.151
H 2.5233 -1.8283 0.1076 0.17 -0.41 -0.38 -0.045
O 1.5765 -3.0717 -1.1080 0.17 0.91 0.92 -0.123
H 0.6518 -2.6515 -1.1954 1.20 -1.90 -1.01 0.013
H 1.9449 -3.7597 -1.6891 -1.37 0.68 0.05 0.059
O -0.0008 -2.2642 1.5764 -1.99 -0.37 -2.05 -0.027
H 0.3957 -2.2936 2.4077 1.03 -0.45 2.15 0.006
H -0.7834 -2.8704 1.6108 1.25 0.63 -0.10 0.097
O 1.4140 -0.0762 -2.9529 -1.34 -0.15 1.16 0.005
H 2.0919 -0.6835 -3.1480 1.23 -1.81 0.04 0.028
H 1.6889 0.6307 -3.4928 -0.03 1.86 -1.00 0.030

***

For reference, max |F| by record: 3.2, 0.1, 0.8, 4.8, 3.6, 1.3, 3.2, 1.6, 14.2, 17.1 eV Å⁻¹.